1.
16
Properties=species:S:1:pos:R:3:forces:R:3 method="wB97M-V/def2-TZVPD" spin_multiplicity=1 e_homo_ev=-8.2 e_lumo_ev=0.775 gap_ev=9.02
C 0.718014 2.069201 0.470172 0.417 0.348 -0.369
C 0.293776 -2.031402 -0.949339 0.402 -0.323 0.239
N 0.695830 0.773429 -0.196775 -0.936 2.535 -0.920
C -0.572519 0.359622 -0.975099 3.256 -0.945 4.604
C -0.287456 -0.905646 -0.148861 -3.941 -2.160 -1.572
O -1.478968 -0.117004 1.619021 -0.284 -0.228 -0.579
N -0.918061 -1.224752 0.931761 1.260 0.258 0.118
O -1.494893 1.038782 -1.250474 0.080 0.473 -0.724
H -1.999975 -0.550860 2.310953 0.242 0.147 -0.255
H 1.597097 0.315442 -0.186647 -0.341 -0.319 -0.636
H 0.823125 1.984517 1.554397 0.054 -0.213 -0.116
H 1.551929 2.656392 0.065338 -0.226 0.187 0.228
H -0.217376 2.584600 0.265520 -0.003 0.003 -0.064
H 0.597544 -2.867157 -0.315525 -0.112 0.103 -0.012
H -0.465204 -2.370539 -1.660179 0.068 0.034 0.062
H 1.157139 -1.714624 -1.534262 0.063 0.098 -0.002

---

2.
17
Properties=species:S:1:pos:R:3:forces:R:3 method="wB97M-V/def2-TZVPD" spin_multiplicity=1 e_homo_ev="-8.6 / -8.3" e_lumo_ev="-0.145 / -0.654" gap_ev="8.48 / 7.68"
C 0.513328 -2.671449 -0.914720 -0.093 0.280 0.522
C -0.331937 2.037519 -1.585592 1.256 -1.488 0.642
N 0.598121 -3.796353 -0.919045 0.367 -3.604 -0.364
N -0.894168 1.433193 -2.434548 -1.125 0.200 -2.698
N 0.050122 -0.000790 0.962482 -0.010 -1.045 -1.257
N 0.316091 -1.417768 -0.775252 0.846 4.136 -1.564
N -0.479072 -0.890858 0.165113 -2.046 -0.581 1.330
N 0.560968 2.225736 -0.786740 0.467 1.118 1.203
N -0.009754 -0.031697 2.289746 -1.030 -1.015 2.709
O 1.314358 -0.599288 -1.393779 0.579 -0.716 1.429
O -1.056485 -0.953717 2.754549 0.901 0.873 -0.647
O 0.322292 0.877671 3.062216 -0.341 -0.121 -1.083
H -1.163892 -0.744683 3.713709 0.569 0.257 -0.873
H -1.748575 0.974722 -2.276905 -1.180 -0.753 0.140
H 0.674783 0.627004 0.505007 1.229 1.184 0.370
H 0.388922 3.038995 -0.244360 0.542 1.175 0.746
H 0.944899 -0.108236 -2.121882 -0.930 0.099 -0.606

---

3.
49
Properties=species:S:1:pos:R:3:forces:R:3 method="wB97M-V/def2-TZVPD" spin_multiplicity=1 e_homo_ev=-8.6 e_lumo_ev=0.613 gap_ev=9.20
O 4.467668 0.769730 0.366390 0.326 -0.214 -0.022
C 3.328879 1.178808 0.481858 -0.192 0.334 0.431
C 2.734156 1.491892 1.852825 0.118 -0.056 0.124
C 1.310774 1.031351 2.137582 0.039 -0.407 -0.035
S 1.155660 -0.761200 2.457591 -0.031 0.116 -0.086
C 1.383302 -1.498383 0.802027 -0.252 0.210 0.361
C 0.064795 -1.814479 0.108672 0.314 0.144 -0.046
C -0.727354 -0.575059 -0.270716 -0.014 -0.638 0.146
O -0.224483 0.511685 -0.494894 0.146 0.382 -0.027
N -2.052455 -0.786185 -0.379071 -0.414 -0.065 -0.116
C -2.995347 0.277395 -0.651016 0.054 0.166 -0.125
C -3.847044 0.594984 0.552314 -0.057 -0.036 -0.038
C -3.265512 0.697811 1.810327 -0.004 0.022 -0.031
C -4.039912 0.991135 2.917824 0.053 0.013 0.038
C -5.403588 1.188793 2.779292 -0.098 0.027 0.042
C -5.988978 1.090572 1.528874 -0.099 0.038 0.052
C -5.214655 0.791139 0.421376 0.113 0.006 -0.036
N 2.553211 1.499089 -0.578374 -0.212 0.183 -0.283
C 2.996054 1.250643 -1.939399 0.104 0.015 0.016
C 2.386792 -0.014845 -2.484987 0.056 0.065 -0.070
C 1.174447 0.017402 -3.160987 0.132 -0.038 -0.039
C 0.589081 -1.154518 -3.606119 -0.117 -0.016 -0.060
C 1.210891 -2.371151 -3.378890 -0.041 -0.108 -0.051
C 2.420113 -2.411342 -2.703906 0.016 -0.102 0.010
C 3.003565 -1.238913 -2.256818 0.024 0.031 -0.046
H 2.765569 2.581350 1.956850 0.050 0.011 -0.019
H 3.411532 1.066085 2.596305 -0.022 0.078 -0.124
H 0.964135 1.481847 3.068629 -0.015 0.036 -0.048
H 0.615540 1.291531 1.343437 -0.023 0.130 0.123
H 1.944058 -2.417942 0.965927 0.050 0.045 -0.098
H 1.986909 -0.816918 0.211865 0.008 -0.166 -0.094
H -0.540493 -2.455394 0.752778 -0.027 -0.024 -0.066
H 0.280134 -2.355120 -0.818768 -0.085 -0.007 -0.015
H -2.436903 -1.682233 -0.124867 0.176 0.029 0.047
H -2.396721 1.151503 -0.928573 -0.130 -0.155 -0.048
H -3.625924 -0.001075 -1.501281 0.047 0.104 0.069
H -2.201350 0.547537 1.922234 0.136 -0.051 0.023
H -3.577065 1.066533 3.890470 0.039 0.009 0.087
H -6.008310 1.418824 3.643708 -0.054 0.013 0.072
H -7.051999 1.243365 1.414820 -0.090 0.007 -0.001
H -5.675429 0.712955 -0.553255 -0.045 -0.029 -0.106
H 1.554155 1.602310 -0.464784 0.078 -0.088 0.183
H 2.710385 2.109235 -2.554281 0.092 -0.094 -0.004
H 4.085171 1.168146 -1.904609 -0.163 0.087 -0.083
H 0.685810 0.964621 -3.336304 -0.057 0.113 -0.002
H -0.354754 -1.119711 -4.131291 -0.070 0.004 -0.052
H 0.754980 -3.286376 -3.729314 -0.026 -0.062 -0.035
H 2.908547 -3.358290 -2.525339 0.050 -0.080 0.007
H 3.942915 -1.266785 -1.724020 0.119 0.021 0.075

---

4.
63
Properties=species:S:1:pos:R:3:forces:R:3 method="wB97M-V/def2-TZVPD" spin_multiplicity=1 e_homo_ev=-1.7 charge=-3 e_lumo_ev=5.508 gap_ev=7.17
O -29.337281 13.097399 4.828959 -0.535 0.515 -2.162
C -28.729435 13.962238 4.247279 -0.883 1.127 1.219
O -28.389022 14.158880 2.976836 -0.347 -0.496 -1.067
B -27.401479 15.276972 2.823035 -1.109 -0.358 0.799
O -27.180610 15.724667 4.182029 -2.063 1.265 -0.438
C -27.941122 15.049442 5.042311 -1.669 1.084 4.267
O -27.919178 15.045249 6.310413 -3.004 5.934 -2.101
O -27.876058 16.338747 1.841531 0.203 -0.839 0.771
C -27.095401 16.312025 0.788319 -0.105 0.261 0.067
O -27.228436 16.964418 -0.208459 0.001 0.148 -0.322
C -25.966218 15.321270 1.057886 3.671 -1.383 -2.471
O -26.131639 14.759866 2.246747 -2.079 1.131 -2.360
O -24.997757 15.086395 0.269309 -3.577 0.880 2.833
O -22.685152 10.561502 8.907382 -1.233 -2.695 3.913
C -23.599609 11.170205 9.374005 -0.607 0.388 0.389
O -24.939530 11.024453 9.210815 2.645 0.565 2.488
B -25.608213 12.143565 9.930639 -0.208 -0.079 -0.202
O -24.505716 12.956108 10.488764 1.049 0.002 0.076
C -23.308062 12.438007 10.135831 0.308 1.055 1.103
O -22.182305 12.854367 10.380480 -2.340 -0.342 -0.163
O -26.462859 12.963800 9.028184 2.493 -0.355 0.746
C -27.694097 12.817691 9.370617 -4.372 1.896 0.563
O -28.645575 13.412613 8.876635 1.584 -0.715 1.972
C -27.787712 11.915735 10.675279 0.537 1.672 -1.830
O -26.546489 11.574744 10.950055 1.042 1.540 0.765
O -28.781329 11.665740 11.278923 -0.404 -0.312 0.739
O -27.936565 11.809199 7.387326 2.227 -2.640 -2.517
C -26.841317 11.682049 6.841577 -3.133 3.572 0.738
O -25.816820 10.966244 7.207512 0.488 1.221 -2.228
B -24.651734 11.362419 6.351798 -0.385 0.712 0.583
O -25.148551 12.499708 5.506679 1.072 -2.733 1.708
C -26.384084 12.779645 5.779205 -1.347 -2.365 1.570
O -27.036542 13.688119 5.357950 5.146 -8.554 -0.663
O -24.213921 10.352674 5.400418 1.125 -0.272 1.741
C -22.976299 9.982596 5.605514 2.695 -0.815 -1.320
O -22.264509 9.244082 4.872440 -2.516 2.239 2.650
C -22.486338 10.834802 6.804524 1.339 0.436 -0.365
O -23.510182 11.657355 7.206609 0.587 0.054 -3.498
O -21.368213 10.802401 7.235386 -0.163 0.653 -1.955
Br -27.248652 9.208127 10.232042 -0.125 -2.428 -1.364
C -26.789690 8.581018 8.377838 0.451 -0.208 1.672
C -25.252785 8.428387 8.272766 -1.116 0.395 0.197
Br -24.855590 7.285557 6.769740 1.157 -1.232 0.219
H -27.179904 9.356315 7.718476 -0.032 -0.301 1.413
H -27.306263 7.628662 8.258410 0.074 0.141 -0.065
H -24.835166 7.969035 9.168693 -0.020 0.040 -0.242
H -24.810553 9.405453 8.078165 -0.040 -0.876 0.155
Br -24.483827 9.712716 1.608504 -0.705 -1.969 0.451
C -24.960332 9.113642 3.484001 -0.978 -0.669 0.220
C -26.136176 9.965361 4.097529 -0.100 -0.728 -1.847
Br -27.009833 9.172513 5.727742 -0.676 -0.323 -4.633
H -24.057077 9.152978 4.092828 -0.528 -0.075 -1.543
H -25.170051 8.044825 3.442164 -0.516 0.108 -0.525
H -26.954787 10.067416 3.385096 0.005 -0.251 0.031
H -25.736344 10.965982 4.261819 -0.756 -0.595 0.206
Br -23.974422 12.150900 2.934465 0.881 2.147 -0.202
C -23.939678 14.060439 3.258425 -0.146 2.145 1.450
C -24.862125 14.515514 4.445966 1.766 -0.135 -1.372
Br -24.739213 16.484413 4.776690 1.214 -0.680 -0.227
H -24.428552 14.522824 2.400927 1.485 -0.730 0.325
H -22.955645 14.507331 3.400022 0.324 -0.721 -0.111
H -24.687516 13.962646 5.368972 1.033 2.507 -0.659
H -25.847710 14.191848 4.111362 1.213 1.040 0.414

---

Results for energy above the lowest of the compared OMol25 structures with the same formula, charge and spin: 123.78 51.59 5.61 0.00 (in kcal/mol, following the order of the records).
Results for electronic energy: -11348.7453 -18717.3286 -39041.6733 -490289.7829 (in eV, following the order of the records).